{
  "formula": "C6H9N3",
  "method": "the ωB97M-V functional and the def2-TZVPD basis",
  "symbols": ["C", "C", "N", "H", "H", "H", "C", "C", "N", "H", "H", "H", "C", "C", "N", "H", "H", "H"],
  "xyz": [[5.2728, -0.5872, -4.6419], [5.2109, 0.7866, -4.3035], [5.1496, 1.8309, -3.9970], [4.5862, -0.7149, -5.4787], [5.0772, -1.2286, -3.7825], [6.2891, -0.7823, -4.9841], [0.7839, 2.0056, 1.7379], [1.0058, 1.4881, 0.3907], [1.1542, 1.1379, -0.7156], [0.1456, 2.8873, 1.6815], [1.7630, 2.3685, 2.0506], [0.3764, 1.2694, 2.4307], [-6.5198, -1.9962, 3.4681], [-5.4769, -1.1336, 2.9000], [-4.5768, -0.5429, 2.4484], [-6.4852, -2.9012, 2.8614], [-7.5400, -1.6126, 3.4570], [-6.2160, -2.2749, 4.4771]],
  "de_lowest_kj_mol": 97.7,
  "total_energy_ha": -398.23824,
  "homo_lumo_gap_ev": 12.10,
  "smiles": "CC#N.CC#N.CC#N"
}